{
  "formula": "C51H125N11O5",
  "method": "ωB97M-V/def2-TZVPD",
  "symbols": ["C", "C", "N", "C", "C", "C", "C", "H", "H", "H", "H", "H", "H", "H", "H", "H", "H", "H", "H", "H", "H", "H", "C", "C", "N", "C", "C", "C", "C", "H", "H", "H", "H", "H", "H", "H", "H", "H", "H", "H", "H", "H", "H", "H", "C", "C", "N", "C", "C", "C", "C", "H", "H", "H", "H", "H", "H", "H", "H", "H", "H", "H", "H", "H", "H", "H", "C", "C", "N", "C", "C", "C", "C", "H", "H", "H", "H", "H", "H", "H", "H", "H", "H", "H", "H", "H", "H", "H", "C", "C", "N", "C", "C", "C", "C", "H", "H", "H", "H", "H", "H", "H", "H", "H", "H", "H", "H", "H", "H", "H", "C", "C", "N", "C", "C", "C", "C", "H", "H", "H", "H", "H", "H", "H", "H", "H", "H", "H", "H", "H", "H", "H", "C", "O", "N", "C", "C", "H", "H", "H", "H", "H", "H", "H", "C", "O", "N", "C", "C", "H", "H", "H", "H", "H", "H", "H", "C", "O", "N", "C", "C", "H", "H", "H", "H", "H", "H", "H", "C", "O", "N", "C", "C", "H", "H", "H", "H", "H", "H", "H", "C", "O", "N", "C", "C", "H", "H", "H", "H", "H", "H", "H"],
  "xyz": [[-2.192, 6.138, -1.259], [-1.480, 6.750, -0.066], [-0.340, 5.987, 0.413], [0.256, 6.671, 1.567], [0.810, 8.045, 1.242], [-0.621, 4.594, 0.749], [-1.639, 4.359, 1.866], [-1.547, 5.989, -2.125], [-2.993, 6.815, -1.567], [-2.635, 5.165, -1.031], [-1.105, 7.720, -0.397], [-2.214, 6.933, 0.744], [-0.514, 6.758, 2.363], [1.023, 6.030, 2.015], [1.243, 8.078, 0.237], [0.041, 8.814, 1.312], [1.640, 8.317, 1.896], [0.343, 4.142, 0.984], [-0.985, 4.116, -0.163], [-2.066, 3.363, 1.785], [-2.486, 5.049, 1.764], [-1.227, 4.523, 2.860], [5.262, -4.755, 0.957], [4.157, -5.195, -0.006], [4.062, -4.339, -1.189], [2.795, -4.506, -1.880], [1.570, -4.082, -1.063], [5.167, -4.674, -2.105], [5.326, -3.811, -3.348], [5.136, -3.696, 1.179], [6.241, -5.014, 0.565], [5.128, -5.263, 1.916], [4.256, -6.265, -0.270], [3.229, -5.134, 0.570], [2.839, -3.901, -2.781], [2.627, -5.557, -2.194], [1.668, -3.072, -0.664], [0.760, -4.054, -1.798], [1.335, -4.775, -0.261], [5.097, -5.744, -2.411], [6.115, -4.654, -1.563], [4.433, -3.712, -3.964], [6.059, -4.297, -4.003], [5.722, -2.820, -3.129], [-5.074, 0.539, 6.244], [-3.768, -0.113, 6.689], [-3.760, -1.571, 6.549], [-4.467, -2.154, 7.699], [-4.450, -3.658, 7.711], [-2.386, -2.024, 6.451], [-1.789, -1.819, 5.071], [-4.929, 1.625, 6.182], [-5.912, 0.399, 6.934], [-5.395, 0.203, 5.259], [-3.011, 0.282, 6.006], [-3.474, 0.213, 7.701], [-4.061, -1.751, 8.648], [-5.498, -1.798, 7.635], [-3.507, -4.051, 8.100], [-5.198, -4.054, 8.405], [-4.619, -4.080, 6.721], [-2.334, -3.097, 6.646], [-1.753, -1.593, 7.253], [-1.615, -0.762, 4.831], [-2.451, -2.195, 4.295], [-0.790, -2.262, 5.078], [-0.038, -0.833, -2.423], [-0.243, 0.493, -1.673], [-1.256, 0.429, -0.633], [-0.988, -0.447, 0.493], [0.113, 0.034, 1.441], [-2.553, 0.160, -1.234], [-3.719, 0.614, -0.393], [0.930, -1.245, -2.098], [0.030, -0.767, -3.510], [-0.755, -1.620, -2.186], [0.715, 0.844, -1.289], [-0.613, 1.281, -2.338], [-0.749, -1.466, 0.111], [-1.903, -0.542, 1.075], [-0.002, -0.431, 2.417], [0.063, 1.127, 1.445], [1.116, -0.229, 1.091], [-2.619, 0.617, -2.222], [-2.600, -0.927, -1.410], [-4.647, 0.556, -0.971], [-3.849, -0.016, 0.482], [-3.632, 1.672, -0.150], [5.309, 2.731, -4.773], [5.221, 1.726, -5.895], [4.129, 0.740, -5.767], [3.761, 0.155, -7.057], [3.102, 1.148, -8.026], [4.410, -0.308, -4.815], [3.146, -1.024, -4.346], [6.119, 3.427, -5.006], [5.571, 2.247, -3.831], [4.389, 3.292, -4.651], [5.083, 2.271, -6.824], [6.190, 1.191, -5.942], [4.614, -0.370, -7.518], [2.973, -0.571, -6.839], [2.753, 0.581, -8.898], [2.177, 1.552, -7.610], [3.749, 1.953, -8.363], [4.913, 0.085, -3.933], [5.142, -1.028, -5.231], [3.384, -1.630, -3.471], [2.733, -1.720, -5.077], [2.392, -0.281, -4.084], [6.371, -1.674, 3.529], [5.118, -1.093, 4.192], [3.903, -1.705, 3.732], [3.789, -3.124, 4.008], [2.634, -3.783, 3.238], [2.724, -0.978, 4.115], [2.427, -0.986, 5.622], [6.496, -2.715, 3.834], [7.261, -1.142, 3.867], [6.341, -1.602, 2.442], [5.262, -1.168, 5.289], [5.082, -0.024, 3.950], [4.670, -3.686, 3.709], [3.662, -3.283, 5.096], [1.665, -3.684, 3.739], [2.536, -3.374, 2.231], [2.802, -4.860, 3.161], [1.835, -1.383, 3.622], [2.771, 0.053, 3.752], [1.915, -1.905, 5.896], [1.759, -0.156, 5.876], [3.322, -0.789, 6.209], [-7.240, 1.801, -1.543], [-7.160, 1.286, -0.462], [-6.769, 3.029, -1.856], [-6.752, 3.514, -3.226], [-6.292, 3.937, -0.834], [-7.729, 1.302, -2.398], [-7.017, 2.709, -3.901], [-5.760, 3.904, -3.458], [-7.469, 4.333, -3.343], [-6.233, 3.403, 0.108], [-5.289, 4.280, -1.101], [-6.965, 4.792, -0.756], [6.106, -0.888, -0.389], [7.089, -0.458, -0.919], [5.019, -0.149, -0.065], [3.790, -0.735, 0.322], [5.019, 1.279, -0.099], [6.009, -1.950, -0.128], [2.971, -0.312, -0.273], [3.541, -0.595, 1.383], [3.776, -1.815, 0.175], [4.363, 1.640, -0.896], [4.621, 1.631, 0.858], [6.017, 1.678, -0.237], [-5.365, -3.631, 3.489], [-4.907, -4.725, 3.529], [-5.567, -2.929, 2.358], [-6.044, -1.564, 2.403], [-5.172, -3.436, 1.073], [-5.693, -3.066, 4.375], [-6.974, -1.496, 1.823], [-5.349, -0.844, 1.967], [-6.309, -1.276, 3.417], [-4.243, -2.968, 0.721], [-5.078, -4.515, 1.084], [-5.933, -3.161, 0.329], [1.184, 2.792, -5.032], [0.324, 3.114, -5.833], [1.278, 3.252, -3.753], [2.335, 2.829, -2.896], [0.378, 4.233, -3.241], [1.982, 2.063, -5.254], [3.114, 3.575, -2.712], [2.829, 1.974, -3.364], [1.935, 2.467, -1.947], [-0.470, 4.324, -3.915], [-0.050, 3.890, -2.289], [0.888, 5.179, -3.053], [-4.466, -2.500, -3.022], [-3.270, -2.469, -3.132], [-5.319, -1.546, -3.468], [-6.751, -1.733, -3.496], [-4.831, -0.370, -4.117], [-5.005, -3.326, -2.524], [-7.010, -2.712, -3.113], [-7.096, -1.624, -4.530], [-7.239, -0.940, -2.921], [-5.355, 0.511, -3.734], [-3.758, -0.296, -4.032], [-5.104, -0.416, -5.185]],
  "lowdin_charge": [-0.0816, -0.2726, -0.1895, -0.2721, -0.0987, -0.2617, -0.0787, 0.0611, 0.0765, 0.0569, 0.1072, 0.1149, 0.1130, 0.1157, 0.0793, 0.0676, 0.0690, 0.1096, 0.0808, 0.0622, 0.0672, 0.0682, -0.0813, -0.2607, -0.1752, -0.2601, -0.0813, -0.2557, -0.0860, 0.0497, 0.0666, 0.0690, 0.1233, 0.0844, 0.0854, 0.1268, 0.0530, 0.0757, 0.0630, 0.1201, 0.1035, 0.0523, 0.0801, 0.0671, -0.0848, -0.2677, -0.1842, -0.2651, -0.0964, -0.2793, -0.0789, 0.0723, 0.0646, 0.0573, 0.0997, 0.1176, 0.1192, 0.1076, 0.0682, 0.0754, 0.0753, 0.1000, 0.1260, 0.0590, 0.0718, 0.0624, -0.0667, -0.2344, -0.1930, -0.2428, -0.0569, -0.2667, -0.0621, 0.0481, 0.0736, 0.0582, 0.0847, 0.1041, 0.1188, 0.0997, 0.0539, 0.0740, 0.0427, 0.1108, 0.0932, 0.0547, 0.0446, 0.0729, -0.0863, -0.2438, -0.2025, -0.2480, -0.0758, -0.2688, -0.0822, 0.0792, 0.0654, 0.0532, 0.0984, 0.1237, 0.1213, 0.1021, 0.0746, 0.0636, 0.0594, 0.1051, 0.1196, 0.0504, 0.0730, 0.0531, -0.0730, -0.2634, -0.2068, -0.2432, -0.0781, -0.2745, -0.0769, 0.0641, 0.0742, 0.0567, 0.1120, 0.1188, 0.0838, 0.1194, 0.0646, 0.0673, 0.0722, 0.0861, 0.1127, 0.0626, 0.0738, 0.0633, -0.3815, 0.0164, -0.1937, -0.0549, -0.0358, 0.1238, 0.0771, 0.0894, 0.0902, 0.0854, 0.0794, 0.0936, -0.3601, 0.0277, -0.1901, -0.0778, -0.0396, 0.1193, 0.0774, 0.0721, 0.0722, 0.0778, 0.0935, 0.0902, -0.3831, 0.0360, -0.1924, -0.0506, -0.0487, 0.1260, 0.0929, 0.0735, 0.0722, 0.0903, 0.0868, 0.0840, -0.3222, 0.0045, -0.1915, -0.0878, -0.0591, 0.1102, 0.0918, 0.0676, 0.0698, 0.0875, 0.0722, 0.0987, -0.3462, 0.0193, -0.1944, -0.0476, -0.0482, 0.1338, 0.0860, 0.0925, 0.0725, 0.0773, 0.0787, 0.1001],
  "e_lumo_ev": 0.38,
  "smiles": "CCN(CC)CC.CCN(CC)CC.CCN(CC)CC.CCN(CC)CC.CCN(CC)CC.CCN(CC)CC.CN(C)C=O.CN(C)C=O.CN(C)C=O.CN(C)C=O.CN(C)C=O",
  "e_tot_ha": -2996.610472,
  "de_lowest_kj_mol": 338.8,
  "max_force_ha_per_bohr": 0.04877,
  "homo_lumo_gap_ev": 8.501
}